*a*
Here is a cluster of 2 separate species, C43H41N2Si in total from the OMol25 dataset. Energies are from ωB97M-V/def2-TZVPD.

Computed properties:
Net charge: +1
HOMO energy, eV: -10.577
Gap between HOMO and LUMO, eV: 5.59

Each line ends with the Löwdin charge.
Atoms and positions in Å:
1 C 2.48038 1.95165 -3.04357  -0.076
2 C 2.34682 3.07904 -2.22537  -0.073
3 C 1.72022 2.96981 -0.98156  -0.084
4 C 1.32114 1.70524 -0.50277  -0.233
5 Si 1.32786 1.38861 1.32988  0.745
6 C 2.86980 2.36311 1.83965  -0.238
7 C 2.78122 3.48895 2.67084  -0.085
8 C 3.89801 4.30677 2.89293  -0.074
9 C 5.12505 3.99970 2.29833  -0.080
10 C 5.22839 2.87196 1.47715  -0.074
11 C 4.10680 2.07048 1.23574  -0.104
12 C -0.02884 2.02694 2.43974  -0.273
13 C -1.17852 2.65862 1.95106  -0.099
14 C -2.12878 3.16075 2.85047  -0.086
15 C -1.93380 3.04055 4.23315  -0.080
16 C -0.79269 2.39626 4.72317  -0.073
17 C 0.15259 1.88166 3.82756  -0.112
18 C 1.34560 -0.46648 1.68899  -0.302
19 C 2.76462 -0.95454 2.02739  -0.160
20 C 2.83197 -2.40726 1.53755  -0.135
21 C 1.52852 -2.66845 0.77665  -0.167
22 N 0.73226 -1.42653 0.72009  -0.023
23 C 1.28124 0.63272 -1.40526  -0.087
24 C 1.91716 0.73278 -2.64601  -0.080
25 H 3.01597 2.01773 -3.99227  0.106
26 H 2.75342 4.04001 -2.54546  0.108
27 H 1.61263 3.84917 -0.34161  0.114
28 H 1.82854 3.75009 3.13550  0.096
29 H 3.80012 5.18695 3.52991  0.106
30 H 5.99581 4.63546 2.47015  0.107
31 H 6.18027 2.61351 1.01041  0.106
32 H 4.19828 1.23222 0.53883  0.102
33 H -1.31657 2.76119 0.87187  0.093
34 H -3.02470 3.65340 2.46780  0.099
35 H -2.66814 3.44923 4.93098  0.107
36 H -0.62521 2.29600 5.79673  0.108
37 H 1.04839 1.38499 4.21559  0.114
38 H 0.75367 -0.50944 2.62807  0.113
39 H 3.52777 -0.34587 1.53224  0.073
40 H 2.94214 -0.87022 3.10791  0.125
41 H 3.69198 -2.57622 0.87896  0.114
42 H 2.90539 -3.10137 2.38265  0.112
43 H 1.75038 -2.99824 -0.24082  0.108
44 H 0.94973 -3.46899 1.25935  0.125
45 H -0.22260 -1.57182 1.04633  0.080
46 H 0.79439 -0.29732 -1.09780  0.063
47 H 1.99878 -0.14374 -3.28791  0.082
48 C -5.04860 2.83624 -1.33789  -0.044
49 N -4.34859 2.05119 -2.33354  -0.167
50 C -4.66496 2.31349 -3.72466  -0.045
51 C -3.46479 1.07664 -1.97931  -0.198
52 C -3.15369 0.81414 -0.61549  0.011
53 C -2.30076 -0.22019 -0.26774  -0.010
54 C -1.70233 -1.04708 -1.24772  -0.165
55 C -0.89345 -2.20093 -0.87075  -0.017
56 C -0.09253 -2.89860 -1.88143  -0.136
57 C -0.02051 -4.29146 -1.54268  -0.114
58 C 0.75690 -5.17694 -2.27637  0.010
59 C 1.44822 -4.69027 -3.39201  -0.033
60 C 1.33270 -3.34183 -3.77095  -0.037
61 C 0.55164 -2.44423 -3.02754  -0.015
62 C -0.86570 -4.51304 -0.37480  -0.119
63 C -1.45339 -3.25795 -0.00088  -0.123
64 C -2.40769 -3.21734 1.00955  0.010
65 C -2.68476 -4.40153 1.71311  -0.045
66 C -2.06091 -5.61507 1.38070  -0.038
67 C -1.15319 -5.68005 0.31619  0.009
68 C -2.01812 -0.77123 -2.60645  0.012
69 C -2.84391 0.27539 -2.97093  0.014
70 H -5.67487 2.20229 -0.69103  0.103
71 H -4.34659 3.38990 -0.69605  0.095
72 H -5.69123 3.55120 -1.86104  0.089
73 H -5.02743 1.40651 -4.23007  0.099
74 H -5.44831 3.07718 -3.75925  0.089
75 H -3.78482 2.67966 -4.27489  0.104
76 H -3.60652 1.42286 0.17004  0.103
77 H -2.08425 -0.39698 0.78646  0.114
78 H 0.80648 -6.22028 -1.96261  0.122
79 H 2.07626 -5.36304 -3.97496  0.116
80 H 1.85221 -2.98238 -4.66191  0.115
81 H 0.43630 -1.40766 -3.34538  0.093
82 H -2.93468 -2.29104 1.23198  0.112
83 H -3.40811 -4.37501 2.52809  0.113
84 H -2.29368 -6.51726 1.94638  0.116
85 H -0.66789 -6.60841 0.01035  0.123
86 H -1.65729 -1.42309 -3.40056  0.118
87 H -3.04462 0.46713 -4.02717  0.109


*b*
Here is a cluster of 2 separate species, C43H41N2Si in total from the OMol25 dataset. Energies are from ωB97M-V/def2-TZVPD.

Computed properties:
Net charge: +1
HOMO energy, eV: -9.734
Gap between HOMO and LUMO, eV: 4.35

Each line ends with the Löwdin charge.
Atoms and positions in Å:
1 C -1.88607 -2.16449 0.64549  -0.082
2 C -0.62633 -2.76422 0.66662  -0.090
3 C 0.44846 -2.14123 1.32663  -0.096
4 C 0.30384 -0.85526 1.88790  -0.216
5 Si 1.19912 -0.35804 3.47352  0.792
6 C 1.92078 -2.01082 4.10400  -0.234
7 C 3.30344 -2.17751 4.28466  -0.088
8 C 3.87126 -3.43803 4.50143  -0.077
9 C 3.05785 -4.56484 4.62213  -0.082
10 C 1.67197 -4.40367 4.54539  -0.079
11 C 1.11037 -3.14495 4.30026  -0.110
12 C 2.67159 0.79040 3.53413  -0.284
13 C 3.15372 1.36976 2.35494  -0.099
14 C 4.15716 2.34864 2.42035  -0.091
15 C 4.69640 2.73270 3.65409  -0.089
16 C 4.32577 2.04806 4.81457  -0.077
17 C 3.33663 1.05380 4.75338  -0.107
18 C -0.15929 0.63880 4.45649  -0.349
19 C -0.73330 -0.35476 5.49161  -0.175
20 C -2.18233 0.09996 5.74166  -0.151
21 C -2.51868 1.05149 4.56362  -0.190
22 N -1.26956 1.29608 3.81054  -0.085
23 C -0.86643 -0.14288 1.51635  -0.094
24 C -2.01615 -0.86693 1.17409  -0.091
25 H -2.74257 -2.67447 0.20215  0.103
26 H -0.44596 -3.74072 0.21222  0.104
27 H 1.39336 -2.66950 1.44941  0.108
28 H 3.95750 -1.30963 4.24055  0.088
29 H 4.95397 -3.52764 4.58323  0.105
30 H 3.50705 -5.54855 4.76856  0.106
31 H 1.02567 -5.27105 4.67660  0.104
32 H 0.02517 -3.06232 4.24297  0.096
33 H 2.74053 1.03362 1.39367  0.096
34 H 4.50791 2.81127 1.49693  0.097
35 H 5.43001 3.53620 3.70296  0.103
36 H 4.79565 2.27684 5.77054  0.105
37 H 3.09464 0.46893 5.65003  0.114
38 H 0.42356 1.44684 4.94689  0.112
39 H -0.75701 -1.38409 5.09956  0.076
40 H -0.11477 -0.40938 6.39636  0.121
41 H -2.87785 -0.75017 5.75193  0.107
42 H -2.28971 0.61017 6.70752  0.106
43 H -3.23658 0.55949 3.90069  0.090
44 H -2.95968 1.99189 4.90789  0.106
45 H -1.11802 2.28687 3.61034  0.114
46 H -0.89977 0.94666 1.58332  0.069
47 H -2.99477 -0.42468 1.35478  0.077
48 C 2.07829 2.77166 -3.43180  -0.036
49 N 0.64312 2.76118 -3.64230  -0.161
50 C 0.16867 2.63281 -5.02018  -0.037
51 C -0.21065 2.58421 -2.58535  -0.185
52 C 0.12780 3.02435 -1.26420  0.028
53 C -0.81141 3.03474 -0.23445  -0.008
54 C -2.10093 2.47120 -0.40846  -0.155
55 C -3.11502 2.51092 0.62440  0.041
56 C -4.28985 1.66615 0.60397  -0.118
57 C -5.36590 2.32022 1.30466  -0.087
58 C -6.66735 1.83432 1.22642  0.016
59 C -6.89969 0.65413 0.50941  -0.030
60 C -5.84427 -0.05142 -0.07134  -0.042
61 C -4.55483 0.48231 -0.10075  -0.036
62 C -4.85130 3.57809 1.81807  -0.098
63 C -3.47418 3.70200 1.39473  -0.095
64 C -2.82861 4.92213 1.55722  0.009
65 C -3.48959 5.96053 2.23847  -0.046
66 C -4.82229 5.82699 2.67020  -0.034
67 C -5.51818 4.62908 2.43793  0.011
68 C -2.41574 1.96022 -1.70147  0.020
69 C -1.51923 2.04193 -2.75046  0.019
70 H 2.36262 3.56058 -2.73091  0.086
71 H 2.44254 1.81185 -3.02074  0.112
72 H 2.58023 2.92983 -4.37196  0.084
73 H -0.72654 3.25014 -5.18230  0.102
74 H 0.96133 2.99702 -5.67857  0.091
75 H -0.07331 1.59086 -5.28239  0.101
76 H 1.12109 3.42504 -1.05391  0.109
77 H -0.54656 3.48048 0.73265  0.120
78 H -7.47561 2.32138 1.77264  0.123
79 H -7.91076 0.26088 0.42376  0.119
80 H -6.03426 -1.02739 -0.52985  0.120
81 H -3.76139 -0.04628 -0.64392  0.112
82 H -1.82948 5.04819 1.13479  0.108
83 H -2.97137 6.90800 2.41273  0.114
84 H -5.29888 6.64492 3.19728  0.113
85 H -6.54846 4.49916 2.78632  0.125
86 H -3.42336 1.58731 -1.87438  0.115
87 H -1.82367 1.68515 -3.72466  0.107


Most stable: *a* (next structure +1.046 eV)


*a*
Here is a structure of composition C4H8N2O2 from the OMol25 dataset. Energies are from ωB97M-V/def2-TZVPD.

Computed properties:
Net charge: 0
HOMO energy, eV: -9.064
Gap between HOMO and LUMO, eV: 7.24

Each line ends with the Löwdin charge.
Atoms and positions in Å:
1 C -1.03220 1.01741 -0.84657  -0.545
2 C -0.51758 -0.26033 -1.36561  -0.097
3 C 0.93254 -0.55060 -0.86062  -0.207
4 C 0.76461 -1.37018 2.45558  -0.044
5 H -0.56102 2.44783 0.57378  0.108
6 H 0.30949 0.94535 0.69102  0.114
7 H -0.88102 -0.25964 -2.43482  0.147
8 H -0.97926 -1.23180 -1.15237  0.126
9 H 1.18073 -1.15238 -1.67752  0.090
10 H 1.59291 0.29296 -0.62428  0.114
11 H 1.40896 -0.92047 3.59237  0.127
12 H -0.32790 -2.88156 2.34052  0.274
13 N -0.30823 1.63990 0.05028  0.158
14 N 1.37794 -0.44167 1.48644  -0.020
15 O -2.09268 1.51324 -1.40309  -0.045
16 O 0.82830 -1.34396 0.35778  -0.301


*b*
Here is an isolated molecule of C4H8N2O2 from the OMol25 dataset. Energies are from ωB97M-V/def2-TZVPD.

Computed properties:
Net charge: 0
SMILES: CN(O)[C@@]1(N)CC1=O
HOMO energy, eV: -8.396
Gap between HOMO and LUMO, eV: 9.16

Each line ends with the Löwdin charge.
Atoms and positions in Å:
1 C 0.91754 0.59412 1.64548  -0.086
2 N 0.72791 -0.24574 0.48417  -0.071
3 O 0.01980 -1.64228 0.97255  -0.068
4 C -0.20429 0.20297 -0.47225  -0.480
5 N -1.14296 1.25400 -0.31693  0.116
6 C 0.20429 -0.27791 -1.88172  0.016
7 C -0.80223 -1.07427 -1.19259  -0.314
8 O -1.79417 -1.71279 -1.32337  0.140
9 H 1.56283 0.06478 2.34314  0.084
10 H 1.42850 1.49837 1.30654  0.095
11 H -0.01341 0.86155 2.15614  0.083
12 H 0.63863 -2.34559 0.72947  0.077
13 H -0.71792 2.14664 -0.09956  0.082
14 H -1.87272 1.03170 0.34968  0.096
15 H -0.15842 0.31553 -2.71132  0.119
16 H 1.20661 -0.67108 -1.98944  0.112


Most stable: *b* (next structure +5.046 eV)


*a*
Here is a structure of composition C13H13BF4N4O4SbScSe4 from the OMol25 dataset. Energies are from ωB97M-V/def2-TZVPD.

Computed properties:
Net charge: -2
HOMO energy, eV: -1.525
Gap between HOMO and LUMO, eV: 5.62

Each line ends with the Löwdin charge.
Atoms and positions in Å:
1 Sc 0.43683 -0.09037 -0.87760  0.298
2 Se -2.39311 -1.37630 2.49256  -0.240
3 Sb -0.17825 -0.52507 1.96185  -0.183
4 Se 0.91570 -2.24730 0.34690  0.332
5 Se -0.41563 1.73146 0.76266  0.096
6 Se 1.16358 -0.29868 3.95455  -0.283
7 O 3.67576 -1.29634 -0.61325  0.076
8 N 2.62017 -0.74055 -0.83365  -0.679
9 O 1.97634 -0.90636 -1.91985  -0.133
10 O 2.23298 0.27370 -0.15557  -0.196
11 F 0.74612 0.36858 -4.66459  0.166
12 B -0.24244 0.44359 -3.71409  -1.240
13 F -0.49848 -0.82788 -3.12852  0.075
14 F -1.40738 0.99672 -4.20727  0.156
15 F 0.21189 1.23883 -2.56494  0.016
16 C -1.63077 -1.07653 -7.05417  -0.043
17 C -2.40976 -1.93498 -6.09412  -0.267
18 C -3.71099 -2.34050 -6.36199  -0.060
19 C -4.41407 -3.12476 -5.46020  -0.043
20 C -3.82515 -3.53768 -4.26805  -0.259
21 N -4.59552 -4.32852 -3.39215  0.126
22 C -4.32967 -4.76211 -2.10268  -0.536
23 O -4.72202 -5.85875 -1.72753  0.034
24 N -3.64034 -3.91554 -1.28860  0.153
25 C -3.43622 -2.52598 -1.39522  -0.240
26 C -4.34234 -1.63944 -1.95663  -0.003
27 C -4.03977 -0.28948 -1.92113  -0.029
28 C -2.84779 0.12769 -1.35900  -0.142
29 N -1.95184 -0.72715 -0.87314  -0.043
30 C -2.25437 -2.01703 -0.87174  -0.180
31 C -2.50529 -3.17138 -4.01349  -0.003
32 C -1.82317 -2.36740 -4.90865  -0.013
33 H -2.25699 -0.73750 -7.87996  0.067
34 H -0.78752 -1.63422 -7.46819  0.081
35 H -1.22167 -0.20381 -6.54243  0.070
36 H -4.19340 -2.03026 -7.28255  0.100
37 H -5.43287 -3.42818 -5.67897  0.102
38 H -5.27939 -4.91605 -3.83738  0.137
39 H -3.31765 -4.33745 -0.42998  0.163
40 H -5.27096 -1.98672 -2.39111  0.117
41 H -4.72810 0.44120 -2.32296  0.105
42 H -2.60235 1.17890 -1.27407  0.089
43 H -1.53380 -2.69524 -0.43014  0.024
44 H -2.00138 -3.51146 -3.12019  0.119
45 H -0.81334 -2.05562 -4.67114  0.114


*b*
Here is a structure of composition C13H13BF4N4O4SbScSe4 from the OMol25 dataset. Energies are from ωB97M-V/def2-TZVPD.

Computed properties:
Net charge: -2
HOMO energy, eV: -1.850
Gap between HOMO and LUMO, eV: 5.92

Each line ends with the Löwdin charge.
Atoms and positions in Å:
1 Sc 0.08223 0.33744 0.41149  0.294
2 Se 4.14399 1.60715 2.33449  -0.238
3 Sb 2.82088 -0.30054 1.70891  -0.206
4 Se 2.21153 -0.29160 -0.78784  0.105
5 Se 0.49949 -0.20161 2.86536  0.100
6 Se 3.87510 -2.44220 2.21251  -0.154
7 O -3.18787 0.96281 -1.06001  0.113
8 N -2.17748 0.60886 -0.50011  -0.475
9 O -1.84623 1.00351 0.68727  -0.088
10 O -1.31963 -0.19986 -1.03460  -0.132
11 F 1.48619 3.81738 -0.80921  0.160
12 B 0.34072 3.16092 -0.42213  -1.201
13 F -0.01504 2.11022 -1.33008  0.051
14 F -0.74314 4.00513 -0.21385  0.136
15 F 0.57660 2.38577 0.80519  -0.025
16 C 4.17732 -4.28341 -4.23867  -0.060
17 C 3.72742 -5.00738 -2.99090  -0.282
18 C 3.31707 -6.33662 -3.02383  -0.066
19 C 2.86740 -6.98011 -1.87470  -0.048
20 C 2.83548 -6.30774 -0.65778  -0.264
21 N 2.36404 -7.01242 0.48749  0.119
22 C 2.12884 -6.51355 1.76187  -0.523
23 O 2.33444 -7.19915 2.75547  0.041
24 N 1.61089 -5.24955 1.82383  0.135
25 C 0.81526 -4.56380 0.89096  -0.225
26 C 0.26275 -5.13034 -0.24036  -0.026
27 C -0.46212 -4.31032 -1.09302  -0.051
28 C -0.59817 -2.97045 -0.79818  -0.146
29 N -0.09671 -2.42555 0.31981  0.018
30 C 0.56301 -3.21232 1.14790  -0.150
31 C 3.27383 -4.98537 -0.60447  -0.021
32 C 3.69955 -4.35400 -1.76117  -0.012
33 H 4.28945 -4.97512 -5.07676  0.064
34 H 5.13488 -3.78087 -4.08083  0.077
35 H 3.45559 -3.51546 -4.52952  0.080
36 H 3.33367 -6.88015 -3.96464  0.098
37 H 2.53314 -8.01377 -1.92253  0.103
38 H 2.57000 -7.99400 0.51577  0.135
39 H 1.83718 -4.74629 2.66838  0.119
40 H 0.38821 -6.18266 -0.46567  0.108
41 H -0.90622 -4.71366 -1.99538  0.099
42 H -1.10688 -2.30286 -1.47584  0.092
43 H 0.90849 -2.76779 2.06783  0.001
44 H 3.30123 -4.43223 0.33154  0.030
45 H 4.01781 -3.31485 -1.68847  0.116


Most stable: *b* (next structure +1.469 eV)